DFT (ωB97M-V with the def2-TZVPD basis set) results for a cluster of 2 separate species, C5H12N2S in total in a non-equilibrium geometry.

The geometry in XYZ format:
```
20
Properties=species:S:1:pos:R:3:mulliken_spin:R:1
C 0.726 2.441 -0.679 -0.001
C 1.278 2.162 -2.085 0.000
C 0.129 -2.698 1.452 0.019
C -1.747 -1.357 0.501 0.023
C -0.398 -1.958 0.293 0.633
N 0.191 1.433 -0.052 -0.004
N -0.126 1.364 1.223 -0.003
S 0.382 -1.859 -1.215 1.165
H 0.856 3.520 -0.252 0.001
H 0.571 2.241 -2.802 0.001
H 1.639 1.066 -2.120 0.001
H 2.062 2.825 -2.256 0.001
H 0.885 -2.003 1.740 0.044
H -0.732 -2.706 2.224 0.002
H 0.503 -3.706 1.144 0.023
H -1.576 -0.657 1.328 0.041
H -2.642 -2.128 0.790 0.046
H -2.175 -0.854 -0.406 -0.004
H 0.140 2.372 1.695 0.001
H 0.033 0.502 -0.523 0.011
```

Summary:
* largest force on an atom: 4.50 eV/A
* total energy: -705.17305 Eh
* total charge: 0
* HOMO energy (alpha / beta): -6.573 / -7.321 eV
* 2S+1: 3